(1)
The following is a DFT calculation (ωB97M-V/def2-TZVPD) of a structure of composition C14H32BaN2O10Sr.

Results
E_tot, a.u.: -1469.67626
Net charge: +2
E_HOMO, eV: -10.5
Frontier orbital gap, eV: 1.23
LUMO level, Ha: -0.3409

Last column: Löwdin charge in e.
Element x y z (Å)
Ba (-2.0057, -5.2249, -8.0729)  1.651
Sr (-0.5613, 1.3295, -10.7604)  1.489
O (-4.7020, -3.3321, 1.5299)  -0.257
O (-2.2015, 0.9814, -4.4543)  0.146
O (2.5145, -4.6505, -3.0641)  0.183
O (8.3079, 5.9766, 0.9959)  -0.217
O (2.1019, -4.5012, -5.2667)  -0.041
O (0.5465, -4.1575, -3.9231)  0.046
O (-2.1225, 2.1154, -6.3831)  0.090
O (-2.1119, 0.1305, -6.5287)  0.020
O (-6.6340, -5.0825, 1.0023)  -0.202
O (1.4128, 5.6734, 1.5423)  -0.196
N (5.2295, 5.4773, 1.3381)  -0.037
N (-3.6770, -6.0754, 1.5374)  -0.089
C (7.6984, 4.7735, 1.3915)  -0.248
C (6.2701, 4.4979, 0.7596)  -0.150
C (1.7326, -4.3721, -4.0415)  -0.890
C (-7.7596, -4.2074, 1.1940)  -0.109
C (-5.1055, -2.0734, 0.9477)  -0.078
C (3.8413, 5.1536, 0.8801)  -0.228
C (-2.2112, 1.0632, -5.8020)  -0.927
C (-6.0729, -5.7726, 2.1854)  -0.198
C (-3.0808, -5.0592, 2.3941)  -0.186
C (0.8267, 5.6943, 0.1880)  -0.060
C (-3.3291, -3.6001, 1.8936)  -0.164
C (-4.9306, -6.7376, 1.9664)  -0.196
C (9.5953, 6.3745, 1.5404)  -0.071
C (2.7808, 5.8587, 1.7436)  -0.246
H (0.8309, 6.7266, -0.1620)  0.081
H (-5.3540, -7.3723, 1.1881)  0.112
H (3.6538, 5.1878, -0.1931)  0.096
H (6.5485, 4.6704, -0.2801)  0.100
H (-6.8577, -6.4313, 2.5572)  0.113
H (-5.5309, -2.2420, -0.0416)  0.080
H (-2.0507, -5.3033, 2.1344)  0.113
H (5.4711, 6.4303, 1.1071)  0.099
H (9.5790, 6.3908, 2.6302)  0.083
H (8.4190, 3.9989, 1.1293)  0.110
H (-2.8152, -3.4494, 0.9443)  0.116
H (-4.3653, -1.2836, 1.0757)  0.086
H (-7.9286, -3.5845, 0.3156)  0.080
H (7.6037, 4.6829, 2.4736)  0.112
H (-0.1248, 5.1823, 0.0444)  0.083
H (1.5255, 5.2011, -0.4877)  0.058
H (-1.9022, 0.0697, -4.4851)  0.107
H (3.3260, -4.6708, -3.5766)  0.126
H (10.3735, 5.7083, 1.1678)  0.081
H (-5.9942, -1.8372, 1.5329)  0.070
H (2.9938, 5.4683, 2.7388)  0.126
H (3.6723, 4.0983, 1.0943)  0.111
H (-3.2825, -5.2646, 3.4454)  0.115
H (-5.8799, -5.1310, 3.0451)  0.114
H (-3.1066, -2.9085, 2.7062)  0.116
H (9.8006, 7.3930, 1.2108)  0.084
H (2.9051, 6.9399, 1.6838)  0.118
H (-4.6446, -7.4398, 2.7495)  0.117
H (6.0254, 3.4445, 0.8958)  0.109
H (-8.7213, -4.6521, 1.4498)  0.081
H (-7.4776, -3.4808, 1.9561)  0.071
H (-3.0450, -6.7948, 1.2165)  0.096

(2)
The following is a DFT calculation (ωB97M-V/def2-TZVPD) of a cluster of 2 separate species, C6H12O in total.

Results
E_tot, a.u.: -310.99471
SMILES string: C=CC=C(C)C.O
E_HOMO, eV: -9.1
Frontier orbital gap, eV: 9.90
LUMO level, Ha: 0.0303

Last column: Löwdin charge in e.
Element x y z (Å)
O (3.5301, -2.6256, 0.4538)  -0.065
C (0.2353, 0.1599, -0.0718)  -0.107
C (-1.9943, 1.1169, -0.3990)  -0.056
C (-0.1752, -1.2146, -0.4137)  -0.196
C (0.0234, 2.6165, 0.1523)  -0.067
C (-0.4255, -2.2843, 0.3346)  0.010
C (-0.5115, 1.2492, -0.1495)  -0.347
H (-0.7337, -3.1874, -0.1597)  0.049
H (1.0783, 2.5611, 0.4260)  0.072
H (-0.0209, 3.3062, -0.6846)  0.080
H (-0.4257, 2.9969, 1.0638)  0.081
H (-2.4681, 0.5640, 0.4073)  0.084
H (3.0850, -2.3617, -0.3590)  0.025
H (-2.5085, 2.0625, -0.5609)  0.075
H (3.1354, -2.0730, 1.1378)  0.027
H (1.3019, 0.2550, 0.1070)  0.101
H (-2.1904, 0.5157, -1.2912)  0.076
H (-0.6078, -1.2947, -1.4033)  0.097
H (-0.3277, -2.3625, 1.4101)  0.059

(3)
The following is a DFT calculation (ωB97M-V/def2-TZVPD) of a cluster of 3 separate species, C4H14N2O3S in total.

Results
E_tot, a.u.: -894.21884
SMILES string: NCC(=O)NCCS.O.O
E_HOMO, eV: -9.2
Frontier orbital gap, eV: 9.63
LUMO level, Ha: 0.0166

Last column: Löwdin charge in e.
Element x y z (Å)
S (2.2708, 1.6990, -0.8855)  0.683
O (1.5541, -2.7651, -0.1482)  -0.086
O (0.6072, -1.9390, 2.2309)  0.013
O (-2.7677, 1.6099, -0.8362)  0.024
N (-0.7959, 0.6368, -1.2346)  0.057
N (-1.6057, 0.0138, 1.8211)  0.022
C (-2.2886, -0.2940, 0.5574)  -0.172
C (0.2953, -0.2824, -0.9189)  -0.294
C (-1.9681, 0.7193, -0.5438)  -0.497
C (1.3788, 0.3322, -0.0678)  -0.583
H (3.1307, 0.9935, -1.7145)  -0.118
H (-2.2023, 0.0548, 2.5643)  0.043
H (-0.1046, -1.1957, -0.4258)  0.083
H (0.9230, 0.7101, 0.8525)  0.057
H (-1.1771, 0.9308, 1.7644)  0.090
H (-3.4536, -0.2788, 0.6963)  0.150
H (-0.6022, 1.4022, -1.9269)  0.160
H (-0.1061, -1.3423, 2.0763)  -0.005
H (0.3182, -2.5709, 2.7882)  0.005
H (1.1995, -2.5091, 0.7529)  0.003
H (1.9925, -3.5874, -0.0359)  0.016
H (0.8145, -0.6498, -1.9003)  0.149
H (-2.0140, -1.3613, 0.1657)  0.131
H (2.1055, -0.4307, 0.2723)  0.069

(4)
The following is a DFT calculation (ωB97M-V/def2-TZVPD) of a cluster of 29 separate species, H58O29 in total.

Results
E_tot, a.u.: -2216.88292
E_HOMO, eV: -10.9
Frontier orbital gap, eV: 11.12
LUMO level, Ha: 0.0070

Last column: Löwdin charge in e.
Element x y z (Å)
O (-3.3817, -2.9160, 2.8563)  -0.086
O (1.2767, 3.7678, -4.5416)  -0.108
O (-3.0020, -5.7074, 1.9380)  -0.059
O (-5.0354, -1.8853, 0.4949)  -0.028
O (1.1413, 1.6054, -0.8859)  -0.070
O (4.7605, 2.3626, 0.4559)  -0.050
O (-3.3872, 0.2347, -0.1398)  -0.098
O (0.2826, 5.9040, -0.6764)  -0.059
O (3.4209, -0.1976, -1.6478)  -0.048
O (-1.5860, -2.8973, -2.6830)  -0.035
O (2.6311, -3.2981, 2.1047)  -0.053
O (-2.9376, -3.7260, -0.1248)  -0.060
O (3.3863, 5.1671, -0.6066)  -0.063
O (2.3677, -3.5264, 5.6918)  -0.056
O (-1.8576, -1.4787, 4.6939)  -0.099
O (-0.7779, -0.1475, -1.7337)  -0.056
O (-2.7573, -4.7917, -4.7281)  -0.040
O (2.8184, -2.2153, -3.8167)  -0.039
O (-2.1259, 0.9738, 2.5099)  -0.082
O (0.0640, 5.4444, 2.0484)  -0.069
O (2.1668, 0.5312, 1.9361)  -0.085
O (1.4559, -1.5881, -0.3589)  -0.058
O (3.1076, 2.8947, -2.2306)  -0.074
O (1.2874, 0.5795, -4.0264)  -0.002
O (-1.2013, -1.9940, 1.3327)  -0.063
O (-2.9948, 2.6684, -1.3740)  -0.082
O (0.8514, -1.3215, 3.3504)  -0.046
O (-0.4570, 3.3587, -1.9936)  -0.047
O (0.1702, 2.4512, 1.6590)  -0.059
H (1.4196, -2.1297, 3.2577)  0.057
H (-3.4739, 1.0322, -0.7196)  0.022
H (0.7278, 1.6855, 1.8378)  -0.006
H (1.2894, 2.7675, -4.6800)  0.047
H (3.8525, 2.1340, 0.6335)  0.003
H (3.8776, -0.8206, -2.2298)  0.053
H (2.5607, 3.3505, -2.8943)  0.026
H (2.2112, -2.9363, -3.6576)  0.039
H (3.2650, -3.9177, 1.7359)  0.046
H (4.0413, 0.4538, -1.2876)  0.054
H (-5.7096, -1.9572, 1.1372)  0.039
H (-0.0001, 4.4550, 2.0133)  0.036
H (-4.1526, -0.3906, -0.1665)  0.031
H (-4.6862, -2.7644, 0.3335)  0.022
H (-0.2571, 6.5900, -1.0979)  0.062
H (1.8815, 1.9295, -1.4140)  0.010
H (-0.7378, 2.1092, 1.5980)  0.033
H (0.2133, 6.0740, 0.2811)  0.009
H (-2.2041, -6.1193, 2.2568)  0.041
H (-3.1020, -4.7534, -5.6256)  0.049
H (-0.1233, 0.5150, -1.4028)  0.014
H (-2.7033, 0.6855, 1.7444)  0.036
H (-2.4447, -0.8715, 5.2015)  0.063
H (1.1809, 2.1129, -0.0566)  0.052
H (-1.5559, -0.0312, -1.1993)  0.003
H (-3.0939, 3.3800, -0.6894)  0.081
H (-3.1364, -2.4165, 2.0629)  0.003
H (2.0551, 0.7886, -3.5252)  0.004
H (1.7577, 0.1097, 2.7518)  0.049
H (-1.5934, -1.9590, -2.5636)  -0.001
H (3.1999, -3.5450, 6.1900)  0.042
H (-1.8862, -5.1799, -4.7136)  0.040
H (3.4691, 3.7377, -1.8357)  0.047
H (0.3704, 5.5964, 2.9477)  0.051
H (0.5924, 3.7587, -3.8056)  0.033
H (-2.3751, -3.0998, 0.3704)  0.014
H (2.2548, -1.1533, -0.6892)  -0.005
H (-0.1873, 4.0950, -1.4655)  0.011
H (1.6722, 0.1792, 1.1716)  0.015
H (0.8180, -1.3872, -1.0481)  0.007
H (-2.0361, -3.1207, -3.5001)  0.013
H (-2.4859, -2.0672, 4.1681)  0.024
H (2.1278, -2.9605, 1.3434)  0.022
H (-0.0976, 2.5736, -1.5410)  0.009
H (-0.4905, -1.7807, 1.9726)  0.030
H (0.3849, -1.3320, 4.1654)  0.028
H (2.2393, -4.3894, 5.2968)  0.029
H (-2.6189, -3.7791, -1.0374)  0.042
H (-2.0108, 0.1540, 3.0342)  0.018
H (-3.3425, -3.9079, 2.6745)  0.057
H (2.3625, -1.6058, -4.3965)  0.020
H (5.1997, 1.9829, 1.2445)  0.062
H (0.6830, 0.2547, -3.3817)  0.003
H (-2.7584, -5.1596, 1.1647)  0.013
H (4.2013, 5.1777, -0.0860)  0.050
H (2.9342, 5.9872, -0.2982)  0.063
H (-1.1452, -1.2375, 0.6982)  0.056
H (-2.1218, 2.8505, -1.7831)  0.005

(5)
The following is a DFT calculation (ωB97M-V/def2-TZVPD) of a structure of composition C4H3I4NO.

Results
E_tot, a.u.: -1474.84182
E_HOMO, eV: -9.0
Frontier orbital gap, eV: 8.59
LUMO level, Ha: -0.0150

Last column: Löwdin charge in e.
Element x y z (Å)
I (2.8164, 1.8824, 0.7286)  0.784
I (2.2346, -1.7011, 0.4795)  0.864
I (0.3542, -1.1809, -2.3632)  0.822
I (1.0695, 2.4453, -2.1913)  0.765
O (-0.8746, -3.0205, 1.3162)  -0.039
N (-0.9876, -1.8597, 1.0125)  -0.191
C (-1.5431, 0.6019, 0.4617)  -0.059
C (-1.0416, -0.7240, 0.8135)  -0.142
C (1.5885, 1.0546, -0.7115)  -1.520
C (1.3725, -0.2729, -0.7741)  -1.485
H (-1.3889, 0.6119, -0.5677)  0.001
H (-2.6105, 0.7566, 0.8410)  0.119
H (-0.9893, 1.4064, 0.9549)  0.081